The following is a DFT calculation (ωB97M-V/def2-TZVPD) of a single BrClH2N2 molecule in a non-equilibrium geometry.

The calculation puts the LUMO energy at -0.038 Eh. The HOMO energy comes out at -9.355 eV. The spin multiplicity is 1. Its energy is -85574.271 eV. The calculation puts the gap between HOMO and LUMO at 8.3 eV. The energy above the lowest of the compared OMol25 structures with the same formula, charge and spin is 22.7 kcal/mol. The total charge is 0.

Last column: Löwdin charge in e.
Cartesian coordinates (Å):
N1 -0.85 0.15 -0.17  -0.131
N2 0.48 -0.39 -0.48  -0.949
Cl1 0.71 -1.93 0.17  0.549
Br1 1.80 1.10 0.07  0.390
H1 -1.12 -0.02 0.87  0.102
H2 -1.01 1.10 -0.46  0.039

The following is a DFT calculation (ωB97M-V/def2-TZVPD) of 4 unconnected molecules or ions with the total composition C21H30F3IO14S3 in a non-equilibrium geometry.

The calculation puts the LUMO energy at -0.003 Eh. The HOMO energy comes out at -8.487 eV. The spin multiplicity is 1. Its energy is -99671.007 eV. The calculation puts the gap between HOMO and LUMO at 8.4 eV. The energy above the lowest of the compared OMol25 structures with the same formula, charge and spin is 186.2 kcal/mol. The total charge is 0.

Last column: Löwdin charge in e.
Cartesian coordinates (Å):
C1 1.27 -0.45 -3.37  -0.144
C2 0.08 0.10 -2.34  -0.268
C3 0.52 1.64 -1.85  -0.594
I1 0.86 1.64 0.32  0.949
C4 -0.69 2.68 -2.19  -0.308
C5 -0.24 4.19 -2.61  -0.121
C6 1.04 4.29 -3.62  -0.064
C7 2.26 5.03 -2.74  -0.207
F1 3.56 4.87 -3.45  -0.003
F2 2.36 4.39 -1.38  -0.038
F3 1.83 6.47 -2.63  -0.017
O1 -1.47 2.83 -0.91  -0.231
C8 -2.71 2.04 -0.95  -0.250
O2 -2.76 0.70 -0.88  -0.025
C9 -4.18 2.84 -1.03  -0.075
C10 -4.32 3.27 -2.64  -0.151
C11 -4.80 2.09 -3.68  -0.015
C12 -4.90 2.50 -5.27  -0.062
C13 -4.52 4.04 -5.70  -0.082
C14 -4.07 5.22 -4.65  -0.066
C15 -3.96 4.82 -3.05  -0.040
H1 2.36 -0.22 -2.93  0.092
H2 1.17 -1.62 -3.58  0.082
H3 1.13 0.08 -4.42  0.077
H4 -0.91 0.11 -3.00  0.112
H5 -0.01 -0.61 -1.39  0.074
H6 1.54 1.86 -2.37  0.073
H7 -1.47 2.26 -2.98  0.162
H8 -0.14 4.87 -1.64  0.146
H9 -1.17 4.66 -3.20  0.111
H10 0.84 5.02 -4.53  0.139
H11 1.42 3.26 -4.04  0.128
H12 -5.07 2.13 -0.72  0.130
H13 -4.21 3.80 -0.35  0.123
H14 -5.02 1.01 -3.25  0.106
H15 -5.24 1.67 -6.03  0.083
H16 -4.58 4.35 -6.85  0.086
H17 -3.78 6.32 -4.95  0.083
H18 -3.64 5.61 -2.21  0.109
O3 2.11 -1.59 -0.15  -0.291
S1 1.76 -2.95 -0.50  0.655
O4 2.22 -3.59 -1.70  -0.242
O5 0.14 -3.09 -0.42  -0.204
C16 -0.20 -4.11 0.52  -0.164
C17 0.94 -4.13 1.54  -0.172
O6 2.12 -3.91 0.77  -0.192
H19 -0.27 -5.06 -0.02  0.134
H20 -1.17 -3.89 0.99  0.141
H21 1.00 -5.07 2.08  0.118
H22 0.84 -3.30 2.25  0.139
O7 1.55 -0.19 5.79  -0.237
S2 1.80 0.92 4.89  0.667
O8 0.74 1.65 4.24  -0.250
O9 2.86 0.42 3.76  -0.208
C18 4.02 1.25 3.80  -0.173
C19 4.12 1.74 5.24  -0.177
O10 2.78 1.98 5.65  -0.195
H23 3.86 2.09 3.11  0.132
H24 4.90 0.69 3.49  0.138
H25 4.72 2.65 5.32  0.136
H26 4.55 0.97 5.89  0.132
O11 -0.95 -6.05 3.79  -0.245
S3 -0.24 -6.27 5.03  0.677
O12 -0.28 -5.34 6.13  -0.223
O13 1.31 -6.60 4.67  -0.202
C20 1.66 -7.88 5.19  -0.172
C21 0.36 -8.68 5.21  -0.175
O14 -0.65 -7.75 5.59  -0.191
H27 2.05 -7.75 6.21  0.134
H28 2.43 -8.35 4.57  0.138
H29 0.40 -9.52 5.91  0.138
H30 0.11 -9.05 4.21  0.133

The following is a DFT calculation (ωB97M-V/def2-TZVPD) of a single C10H14N4OS molecule in a non-equilibrium geometry.

The calculation puts the LUMO energy at 0.016 Eh. The HOMO energy comes out at -8.165 eV. The spin multiplicity is 1. Its energy is -29438.749 eV. The calculation puts the gap between HOMO and LUMO at 8.6 eV. The energy above the lowest of the compared OMol25 structures with the same formula, charge and spin is 55.2 kcal/mol. The total charge is 0.

Last column: Löwdin charge in e.
Cartesian coordinates (Å):
C1 2.66 2.11 1.92  -0.021
C2 2.96 0.87 1.08  -0.348
N1 4.20 0.43 0.91  0.090
C3 4.25 -0.67 0.28  -0.727
N2 5.36 -1.23 -0.22  0.096
S1 2.72 -1.31 -0.09  1.139
C4 1.99 0.10 0.46  -0.451
C5 0.61 0.37 0.35  -0.337
N3 -0.15 -0.45 -0.24  0.215
C6 -1.40 0.14 -0.09  -0.374
C7 -2.64 -0.45 -0.63  -0.513
C8 -2.49 -1.81 -1.47  -0.028
C9 -3.33 0.58 -1.52  -0.060
C10 -3.53 -0.66 0.61  -0.063
N4 -1.35 1.31 0.28  0.135
O1 -0.10 1.52 0.70  0.045
H1 2.74 3.03 1.26  0.093
H2 3.46 2.35 2.65  0.081
H3 1.63 2.20 2.36  0.090
H4 6.11 -0.58 -0.15  0.096
H5 5.26 -1.77 -1.08  0.101
H6 -3.50 -2.22 -1.65  0.084
H7 -2.05 -1.56 -2.43  0.069
H8 -1.81 -2.54 -0.99  0.080
H9 -3.68 1.44 -0.93  0.089
H10 -4.13 0.18 -2.06  0.056
H11 -2.62 0.91 -2.29  0.095
H12 -4.44 -1.24 0.47  0.072
H13 -2.94 -1.31 1.29  0.090
H14 -3.79 0.26 1.23  0.106

The following is a DFT calculation (ωB97M-V/def2-TZVPD) of a single C21H29N3O4 molecule.

The calculation puts the LUMO energy at 0.025 Eh. The HOMO energy comes out at -8.255 eV. The spin multiplicity is 1. Its energy is -34910.175 eV. The calculation puts the gap between HOMO and LUMO at 8.9 eV. The energy above the lowest of the compared OMol25 structures with the same formula, charge and spin is 4.5 kcal/mol. The total charge is 0.

Last column: Löwdin charge in e.
Cartesian coordinates (Å):
C1 3.89 1.37 -1.72  -0.086
O1 2.74 1.34 -2.53  -0.079
C2 1.58 1.83 -2.02  -0.272
C3 0.45 1.68 -2.83  0.006
C4 -0.78 2.14 -2.42  -0.033
C5 -0.92 2.77 -1.19  -0.250
C6 -2.29 3.18 -0.71  -0.118
C7 -2.89 2.11 0.22  -0.125
N1 -2.78 0.77 -0.34  -0.033
C8 -1.67 -0.02 0.15  -0.101
C9 -1.71 -1.48 -0.31  -0.199
C10 -0.35 -2.09 -0.02  -0.467
O2 0.68 -1.65 -0.49  0.074
N2 -0.39 -3.20 0.76  0.082
C11 0.82 -3.83 1.23  -0.143
C12 1.26 -3.26 2.59  -0.119
N3 1.58 -1.86 2.51  -0.059
C13 2.82 -1.37 1.94  -0.141
C14 2.82 0.10 2.36  -0.141
C15 1.33 0.44 2.38  -0.068
C16 0.66 -0.89 2.69  -0.469
O3 -0.49 -1.06 3.04  0.053
C17 -2.00 -1.49 -1.81  -0.132
C18 -3.37 -0.89 -2.04  -0.080
C19 -3.57 0.47 -1.39  -0.468
O4 -4.43 1.23 -1.78  0.049
C20 0.20 2.94 -0.40  -0.048
C21 1.44 2.48 -0.80  -0.029
H1 4.68 0.90 -2.30  0.095
H2 3.74 0.81 -0.79  0.080
H3 4.19 2.40 -1.48  0.096
H4 0.57 1.18 -3.79  0.121
H5 -1.64 2.01 -3.05  0.121
H6 -2.95 3.30 -1.56  0.110
H7 -2.24 4.12 -0.16  0.117
H8 -3.95 2.33 0.37  0.126
H9 -2.38 2.11 1.19  0.124
H10 -1.68 0.01 1.25  0.122
H11 -0.73 0.41 -0.20  0.113
H12 -2.50 -2.02 0.22  0.151
H13 -1.23 -3.39 1.28  0.144
H14 1.60 -3.64 0.48  0.121
H15 0.66 -4.91 1.32  0.121
H16 0.44 -3.36 3.31  0.127
H17 2.13 -3.81 2.96  0.125
H18 3.67 -1.94 2.33  0.125
H19 2.79 -1.47 0.85  0.112
H20 3.39 0.72 1.68  0.095
H21 3.24 0.20 3.36  0.116
H22 1.06 1.20 3.11  0.126
H23 0.99 0.76 1.40  0.097
H24 -1.96 -2.51 -2.19  0.125
H25 -1.23 -0.91 -2.32  0.118
H26 -3.58 -0.78 -3.10  0.124
H27 -4.14 -1.56 -1.63  0.128
H28 0.11 3.43 0.56  0.119
H29 2.29 2.63 -0.15  0.101